Here is a cluster of 3 separate species, C22H31NO8S3 in total from OMol25. Energies are from wB97M-V/def2-TZVPD.

Calculated values
E in eV: -73689.1980
E_HOMO in eV: -7.442
Max |F| in Eh/bohr: 0.0098
Gap between HOMO and LUMO in eV: 7.93
SMILES string: C=Cc1c(COO)cc2c(c1C)Sc1ccccc1N2.CCOS(C)(=O)=O.CCOS(C)(=O)=O

Last columns: bonded neighbours and bond lengths (Å).
Positions of all 65 atoms, in Å:
1 C -2.523 2.443 1.889  C2 1.331, H21 1.086, H22 1.085
2 C -2.632 1.470 0.987  C1 1.331, C3 1.492, H23 1.091
3 C -1.478 0.908 0.225  C2 1.492, C4 1.400, C11 1.405
4 C -0.823 -0.226 0.719  C3 1.400, C5 1.513, C8 1.386
5 C -1.241 -0.870 2.022  C4 1.513, O6 1.422, H24 1.091, H25 1.092
6 O -0.176 -1.566 2.657  C5 1.422, O7 1.433
7 O 0.692 -0.562 3.198  O6 1.433, H26 0.969
8 C 0.231 -0.784 0.012  C4 1.386, C9 1.388, H27 1.087
9 C 0.659 -0.220 -1.181  C8 1.388, C10 1.391, N20 1.411
10 C 0.022 0.917 -1.667  C9 1.391, C11 1.396, S13 1.774
11 C -1.051 1.488 -0.981  C3 1.405, C10 1.396, C12 1.507
12 C -1.726 2.709 -1.552  C11 1.507, H28 1.094, H29 1.085, H30 1.094
13 S 0.612 1.597 -3.195  C10 1.774, C14 1.769
14 C 2.339 1.320 -2.936  S13 1.769, C15 1.388, C19 1.392
15 C 3.297 2.244 -3.329  C14 1.388, C16 1.388, H31 1.083
16 C 4.644 1.979 -3.121  C15 1.388, C17 1.389, H32 1.083
17 C 5.030 0.798 -2.501  C16 1.389, C18 1.386, H33 1.083
18 C 4.076 -0.126 -2.105  C17 1.386, C19 1.388, H34 1.085
19 C 2.729 0.136 -2.318  C14 1.392, C18 1.388, N20 1.411
20 N 1.733 -0.775 -1.908  C9 1.411, C19 1.411, H35 1.011
21 H -1.594 2.997 1.988  C1 1.086
22 H -3.360 2.709 2.526  C1 1.085
23 H -3.630 1.094 0.759  C2 1.091
24 H -1.598 -0.101 2.708  C5 1.091
25 H -2.018 -1.622 1.870  C5 1.092
26 H 1.458 -0.629 2.609  O7 0.969
27 H 0.736 -1.667 0.395  C8 1.087
28 H -0.975 3.481 -1.744  C12 1.094
29 H -2.496 3.090 -0.890  C12 1.085
30 H -2.160 2.471 -2.528  C12 1.094
31 H 2.992 3.174 -3.791  C15 1.083
32 H 5.376 2.717 -3.425  C16 1.083
33 H 6.079 0.602 -2.317  C17 1.083
34 H 4.364 -1.038 -1.594  C18 1.085
35 H 2.133 -1.566 -1.421  N20 1.011
36 C -9.100 0.491 -0.796  C37 1.514, H43 1.089, H44 1.090, H45 1.090
37 C -8.536 -0.641 0.037  C36 1.514, O38 1.448, H46 1.091, H47 1.088
38 O -7.810 -1.609 -0.759  C37 1.448, S39 1.588
39 S -6.341 -1.220 -1.221  O38 1.588, C40 1.758, O41 1.432, O42 1.429
40 C -5.827 -2.825 -1.722  S39 1.758, H48 1.086, H49 1.088, H50 1.086
41 O -5.593 -0.809 -0.070  S39 1.432
42 O -6.407 -0.364 -2.363  S39 1.429
43 H -8.309 1.118 -1.204  C36 1.089
44 H -9.747 1.110 -0.175  C36 1.090
45 H -9.681 0.099 -1.631  C36 1.090
46 H -7.884 -0.275 0.831  C37 1.091
47 H -9.334 -1.218 0.499  C37 1.088
48 H -5.813 -3.476 -0.853  C40 1.086
49 H -4.827 -2.715 -2.137  C40 1.088
50 H -6.515 -3.190 -2.479  C40 1.086
51 C 4.359 0.058 3.284  C52 1.514, H58 1.090, H59 1.090, H60 1.090
52 C 5.849 0.306 3.176  C51 1.514, O53 1.450, H61 1.090, H62 1.088
53 O 6.588 -0.889 2.818  C52 1.450, S54 1.585
54 S 6.529 -1.343 1.300  O53 1.585, C55 1.757, O56 1.432, O57 1.432
55 C 7.863 -2.486 1.340  S54 1.757, H63 1.086, H64 1.088, H65 1.087
56 O 6.866 -0.226 0.469  S54 1.432
57 O 5.306 -2.048 1.061  S54 1.432
58 H 3.931 -0.165 2.307  C51 1.090
59 H 3.869 0.946 3.684  C51 1.090
60 H 4.154 -0.785 3.942  C51 1.090
61 H 6.077 1.092 2.455  C52 1.090
62 H 6.266 0.602 4.136  C52 1.088
63 H 8.781 -1.945 1.552  C55 1.086
64 H 7.908 -2.949 0.357  C55 1.088
65 H 7.659 -3.233 2.102  C55 1.087